A 2-piece molecular cluster, C4H7NO2 overall. Source: the Open Molecules 2025 dataset; level of theory: ωB97M-V with the def2-TZVPD basis set.

The geometry in XYZ format:
```
14
Properties=species:S:1:pos:R:3:lowdin_charge:R:1
O 2.257 0.035 1.562 0.005
C 0.923 0.150 1.183 -0.308
C 0.555 1.188 0.177 -0.008
N -0.274 0.607 -0.654 0.035
C -0.489 -0.750 -0.484 -0.053
C 0.374 -1.158 0.562 -0.400
O 0.749 -2.247 0.989 0.026
H 2.378 -0.928 1.666 0.100
H 0.263 0.348 2.055 0.177
H 0.750 2.250 0.157 0.130
H -2.884 0.309 -1.927 0.025
H -0.755 1.123 -1.383 0.135
H -2.836 0.389 -2.665 0.042
H -1.010 -1.319 -1.238 0.094
```

## Properties
highest occupied orbital energy (spin up / spin down)	-0.2893 / -0.2892	hartree
total charge	0
energy above the lowest of the compared OMol25 structures with the same formula, charge and spin	338.6	kJ/mol
frontier orbital gap (spin up / spin down)	7.97 / 7.97	eV
maximum force	0.00648	hartree/bohr
calculated total energy	-9843.771	eV

C8H18BiI2NO2P2 as an isolated structure at a distorted geometry. Source: the Open Molecules 2025 dataset; level of theory: ωB97M-V with the def2-TZVPD basis set.

The geometry in XYZ format:
```
34
Properties=species:S:1:pos:R:3:lowdin_charge:R:1
I 0.384 -1.255 -3.739 0.310
I -0.475 1.797 -2.454 0.415
Bi -0.003 -0.410 -0.564 0.951
P -2.642 -0.224 -0.157 0.653
C -3.459 1.329 0.293 -0.205
C -3.262 -0.698 -1.788 -0.264
H -4.347 -0.805 -1.712 0.080
H -4.308 -1.511 0.936 0.082
H -2.795 -1.649 -2.067 0.049
H -2.739 -2.381 0.843 0.068
H -3.204 2.131 -0.410 0.051
H -2.973 0.065 -2.525 0.013
C -3.225 -1.423 1.052 -0.214
H -4.539 1.146 0.265 0.085
H -2.948 -1.090 2.061 0.069
H -3.164 1.623 1.311 0.075
P 2.650 -0.127 -0.157 0.687
C 3.416 1.441 0.318 -0.205
C 3.267 -1.310 1.061 -0.211
H 2.870 -1.551 -2.051 0.004
H 4.400 -0.666 -1.686 0.080
H 2.998 0.158 -2.513 0.039
C 3.314 -0.588 -1.771 -0.295
H 2.816 -2.285 0.854 0.066
H 4.352 -1.371 0.954 0.082
H 4.502 1.299 0.291 0.084
H 3.107 1.721 1.336 0.075
H 2.979 -0.992 2.071 0.068
H 3.136 2.239 -0.382 0.066
C -0.035 2.353 0.256 -0.367
O -0.073 3.359 0.751 0.125
O 0.000 0.035 4.194 0.114
C -0.001 -0.049 2.994 -0.489
N 0.001 -0.311 1.819 -0.141
```

## Properties
highest occupied orbital energy (spin up / spin down)	-0.5768 / -0.5753	hartree
total charge	+2
energy above the lowest of the compared OMol25 structures with the same formula, charge and spin	0.0	kJ/mol
frontier orbital gap (spin up / spin down)	5.93 / 4.96	eV
maximum force	0.06063	hartree/bohr
calculated total energy	-54774.700	eV

A 10-piece molecular cluster, C30H80O30S10 overall at a distorted geometry. Source: the Open Molecules 2025 dataset; level of theory: ωB97M-V with the def2-TZVPD basis set.

The geometry in XYZ format:
```
150
Properties=species:S:1:pos:R:3:lowdin_charge:R:1
O -8.344 4.801 3.115 -0.323
S -8.497 4.764 1.627 0.780
O -9.776 4.388 0.908 -0.341
O -7.963 6.270 1.078 -0.303
C -8.426 6.717 -0.151 -0.326
C -7.635 7.971 -0.284 -0.075
C -7.085 3.704 0.856 -0.084
H -9.473 7.015 -0.095 0.126
H -8.155 5.924 -0.849 0.120
H -7.733 8.669 -1.115 0.086
H -6.594 7.768 -0.035 0.085
H -7.943 8.551 0.586 0.083
H -6.934 2.856 1.524 0.052
H -6.142 4.250 0.871 0.061
H -7.364 3.315 -0.123 0.059
O 10.945 -5.628 -3.833 -0.332
S 10.986 -4.681 -2.692 0.671
O 11.222 -5.274 -1.357 -0.312
O 12.063 -3.502 -3.011 -0.273
C 13.024 -3.838 -4.072 -0.243
C 13.811 -2.625 -4.559 -0.066
C 9.437 -3.752 -2.651 -0.111
H 12.443 -4.299 -4.871 0.103
H 13.737 -4.537 -3.634 0.123
H 14.875 -2.754 -4.756 0.077
H 13.710 -1.989 -3.680 0.076
H 13.454 -2.040 -5.406 0.073
H 8.802 -4.259 -1.924 0.070
H 9.121 -3.648 -3.689 0.074
H 9.615 -2.843 -2.077 0.069
O 4.801 8.944 -7.031 -0.303
S 4.409 8.089 -8.159 0.697
O 3.025 8.254 -8.665 -0.321
O 5.500 8.160 -9.393 -0.259
C 5.373 9.371 -10.179 -0.285
C 6.155 10.470 -9.530 -0.086
C 4.703 6.308 -7.738 -0.108
H 4.323 9.644 -10.290 0.109
H 5.740 9.376 -11.205 0.120
H 6.278 11.434 -10.024 0.087
H 7.054 10.044 -9.085 0.091
H 5.514 10.742 -8.692 0.062
H 5.768 6.075 -7.776 0.062
H 4.302 5.579 -8.442 0.066
H 4.352 6.011 -6.750 0.068
O -7.655 -4.219 5.631 -0.321
S -7.076 -3.279 6.620 0.722
O -6.038 -2.323 6.329 -0.282
O -8.373 -2.565 7.471 -0.297
C -9.608 -3.270 7.634 -0.307
C -10.748 -2.515 6.972 -0.059
C -6.585 -4.278 8.163 -0.089
H -9.777 -3.479 8.690 0.116
H -9.488 -4.319 7.363 0.103
H -10.828 -2.656 5.894 0.078
H -10.442 -1.468 6.981 0.078
H -11.714 -2.634 7.462 0.079
H -7.420 -4.928 8.421 0.056
H -6.403 -3.644 9.031 0.065
H -5.644 -4.739 7.860 0.058
O -2.675 6.512 -2.505 -0.308
S -2.828 6.039 -3.892 0.682
O -3.163 4.680 -4.195 -0.285
O -3.883 7.190 -4.649 -0.279
C -4.191 6.991 -6.048 -0.278
C -3.973 8.245 -6.934 -0.057
C -1.290 6.466 -4.731 -0.120
H -5.228 6.655 -6.038 0.115
H -3.600 6.163 -6.440 0.100
H -2.993 8.204 -7.410 0.070
H -4.096 9.182 -6.391 0.077
H -4.804 8.325 -7.634 0.073
H -0.978 7.469 -4.441 0.075
H -1.384 6.615 -5.806 0.060
H -0.587 5.686 -4.439 0.074
O -0.730 -11.946 1.605 -0.309
S -1.741 -11.179 0.889 0.694
O -3.152 -11.204 1.313 -0.304
O -1.191 -9.555 0.899 -0.298
C 0.239 -9.277 0.885 -0.282
C 0.519 -7.932 0.289 -0.069
C -1.672 -11.606 -0.855 -0.112
H 0.648 -10.113 0.316 0.110
H 0.532 -9.369 1.931 0.119
H -0.004 -7.066 0.693 0.079
H 0.152 -8.083 -0.726 0.079
H 1.557 -7.621 0.412 0.085
H -0.845 -12.316 -0.871 0.064
H -1.483 -10.690 -1.415 0.069
H -2.525 -12.202 -1.178 0.074
O 1.837 1.165 -1.096 -0.317
S 1.719 -0.309 -0.992 0.705
O 2.656 -1.179 -1.667 -0.284
O 1.824 -0.713 0.658 -0.278
C 0.880 -0.241 1.619 -0.253
C -0.371 -1.218 1.924 -0.052
C -0.057 -0.685 -1.298 -0.111
H 0.433 0.710 1.331 0.100
H 1.414 -0.025 2.545 0.113
H -1.301 -0.658 1.820 0.067
H -0.322 -1.656 2.921 0.065
H -0.378 -1.998 1.163 0.051
H -0.569 0.118 -0.769 0.062
H -0.456 -1.640 -0.957 0.061
H -0.246 -0.665 -2.371 0.071
O 9.254 -2.354 5.523 -0.308
S 8.649 -1.583 4.413 0.727
O 9.443 -1.067 3.259 -0.304
O 7.338 -2.379 3.822 -0.306
C 6.469 -3.192 4.547 -0.290
C 7.110 -4.607 4.449 -0.057
C 7.596 -0.221 5.117 -0.103
H 5.442 -3.179 4.182 0.120
H 6.304 -2.859 5.572 0.109
H 6.319 -5.324 4.670 0.069
H 7.927 -4.727 5.160 0.072
H 7.421 -4.737 3.412 0.083
H 6.693 -0.615 5.583 0.057
H 7.393 0.599 4.428 0.069
H 8.216 0.286 5.857 0.060
O 3.588 8.032 6.582 -0.329
S 3.837 7.356 5.245 0.720
O 5.215 6.895 4.918 -0.313
O 2.849 6.068 5.145 -0.286
C 1.503 6.188 5.535 -0.320
C 1.046 4.893 6.098 -0.074
C 3.185 8.174 3.752 -0.111
H 1.063 6.535 4.600 0.121
H 1.194 6.860 6.335 0.123
H 0.932 4.060 5.405 0.082
H 0.125 5.144 6.624 0.082
H 1.631 4.562 6.956 0.091
H 4.033 8.758 3.397 0.067
H 2.312 8.782 3.991 0.072
H 2.957 7.376 3.045 0.074
O -9.420 -7.733 -0.659 -0.307
S -8.518 -8.806 -0.260 0.688
O -8.958 -10.207 -0.388 -0.308
O -7.118 -8.688 -1.138 -0.261
C -6.940 -7.343 -1.555 -0.338
C -5.517 -7.139 -1.873 -0.095
C -7.807 -8.488 1.426 -0.082
H -7.132 -6.559 -0.823 0.129
H -7.399 -7.358 -2.544 0.131
H -5.060 -7.700 -2.689 0.087
H -4.931 -7.160 -0.955 0.081
H -5.386 -6.082 -2.106 0.083
H -8.081 -9.321 2.073 0.066
H -8.386 -7.681 1.875 0.061
H -6.767 -8.206 1.265 0.064
```

## Properties
SMILES	CCOS(C)(=O)=O.CCOS(C)(=O)=O.CCOS(C)(=O)=O.CCOS(C)(=O)=O.CCOS(C)(=O)=O.CCOS(C)(=O)=O.CCOS(C)(=O)=O.CCOS(C)(=O)=O.CCOS(C)(=O)=O.CCOS(C)(=O)=O
highest occupied orbital energy	-0.3981	hartree
total charge	0
energy above the lowest of the compared OMol25 structures with the same formula, charge and spin	1012.4	kJ/mol
frontier orbital gap	10.74	eV
maximum force	0.09165	hartree/bohr
calculated total energy	-202170.695	eV